No. 1
{"formula": "C7H5FO2S", "method": "ωB97M-V/def2-TZVPD", "symbols": ["C", "C", "C", "C", "C", "C", "C", "O", "O", "F", "S", "H", "H", "H", "H", "H"], "coordinates": [[0.8340, -2.0775, 0.4658], [1.7706, -1.0585, 0.6609], [-0.5290, -1.7429, 0.3855], [1.3939, 0.2417, 0.6352], [-0.9437, -0.4318, 0.3712], [0.0094, 0.5257, 0.4339], [-0.3996, 1.9360, 0.2657], [-3.0532, 1.6935, -1.9311], [-0.6649, 1.7478, -2.5831], [0.6227, 2.8240, 0.2404], [-1.7625, 2.3965, -1.9063], [1.1503, -3.0699, 0.5309], [2.8455, -1.3424, 0.7684], [-1.3064, -2.5220, 0.4580], [2.0507, 1.0941, 0.7897], [-2.0176, -0.2144, 0.4151]], "homo_lumo_gap_ev": [7.8, 7.8], "relative_energy_ev": 0.000, "homo_energy_ev": [-9.30, -9.30]}

=====

No. 2
{"formula": "C3H3NO", "method": "ωB97M-V/def2-TZVPD", "symbols": ["C", "C", "C", "N", "O", "H", "H", "H"], "coordinates": [[0.5743, -0.7315, -0.1281], [-3.3730, 0.0117, -0.0081], [1.5707, -0.0663, 0.0602], [-2.4573, 0.7681, -0.0243], [-4.4086, -0.4788, 0.0312], [-1.6085, 0.6661, -0.5720], [-0.1956, -1.4302, 0.0727], [2.3860, 0.5958, -0.1328]], "homo_lumo_gap_ev": 11.6, "relative_energy_ev": 1.843, "homo_energy_ev": -10.96}